Entry from OMol25: a cluster of 6 separate species, C42H67BBrNO15P in total (ωB97M-V/def2-TZVPD).

Results
Strongest force on any atom in hartree/bohr: 0.127

Geometry as ORCA input:
```
! RIJCOSX wB97M-V def2-TZVPD def2/J DEFGRID3
* xyz 1 1
H 5.03800 -3.18986 -1.52650
O 4.80335 -1.12918 5.54561
H -0.13609 -9.85417 0.69187
C 1.44251 4.33674 2.22729
H -1.95638 3.78768 1.04484
H -2.92340 1.25864 -4.32285
C 2.78788 0.67058 3.02906
H 3.10809 -3.13665 4.08868
O -1.87685 0.67210 0.58177
B 3.56084 -0.41248 5.42415
C -7.89416 4.12643 -2.60096
H -2.37061 2.80987 -4.96264
C 2.07785 3.02033 2.89149
C 1.45857 -8.38046 0.62950
H 2.98468 -5.18500 -2.56869
Br -0.00586 1.31194 3.92984
H -7.00160 2.15717 -6.26671
C 5.77074 2.52250 0.56256
C 1.01286 1.44901 1.05228
C 1.65498 -1.79492 2.83211
H 4.83848 -1.39679 -0.64207
H 5.18301 -0.88870 6.42664
H -7.24875 4.34771 -7.30477
C -4.92290 2.08143 -6.71248
H 6.01994 -4.83289 -0.16757
H -1.61700 6.23120 4.69738
H 5.28891 -4.40866 -2.78125
C -0.47534 -4.03462 3.71816
H 5.52941 0.18362 -1.25450
C -7.84809 2.65059 -2.26517
O 0.50736 0.01653 -3.03879
C -0.57295 6.03441 2.67100
H 6.65127 2.11666 -0.05934
H -1.94597 -2.76955 2.46004
C 5.15383 -5.17744 -0.73242
C 4.88285 -0.27038 -0.41812
C 0.18227 -1.74247 2.37380
C -0.24571 0.56186 -3.81333
C 0.07147 -8.73525 2.48964
H -6.63321 1.75496 -7.97675
H 6.77708 0.06482 0.67637
H 5.31933 -6.18660 -1.11682
H 5.62514 -0.91100 1.69412
C -1.90564 6.12575 3.59253
O -0.69317 2.51438 -0.80897
H 1.39949 -4.97961 4.82022
C -8.60605 2.03084 -3.41555
H -2.04085 0.51982 -6.39155
P -0.74399 1.94622 0.63934
C 3.29463 0.93727 4.56499
H 1.31495 -10.28227 1.65861
H 2.83721 -0.72254 1.29522
O -4.27728 3.24618 -6.43532
C 5.66474 -0.00759 0.99269
O 2.42696 -0.95997 6.15976
H -0.83831 5.70381 1.59431
C 2.01639 -3.02856 3.74677
H 2.13849 3.34124 4.00113
H -0.14104 -0.90128 1.68619
C 0.67415 -7.13792 0.97825
H 1.16290 5.65978 4.00380
H -6.01110 3.95754 -8.50516
H 1.80033 -0.20341 6.27968
C -2.04242 1.81694 -4.65510
H 0.90961 4.17599 1.23088
C -6.29946 3.83236 -7.45629
C -7.96140 4.10687 -4.10369
H -0.14912 -6.95649 0.28020
C 3.28433 -4.36089 -1.91469
H 4.30017 1.51684 4.55585
C 3.88235 1.60905 2.26216
H 2.46142 -8.31966 1.06441
H -8.26763 1.01529 -3.62841
H -1.44857 -0.02627 0.03412
H 3.82171 -1.38410 2.68093
O -0.42106 -9.24377 3.46313
H -2.60488 6.97543 3.29394
H -0.11906 7.08612 2.56032
H 1.31026 -6.25189 1.01335
O -8.33722 2.87478 -4.54190
C -1.33895 1.05592 -5.75218
O -4.42007 0.98913 -6.60822
H 6.03340 3.50687 1.07548
H -2.42736 5.10515 3.48782
C -0.86376 -2.82230 2.81224
H -4.68587 5.20355 -6.98838
O -7.75279 5.04594 -4.82962
H 1.70961 2.14935 0.44931
C -5.19702 4.34015 -6.55857
H -6.80956 2.30417 -2.27559
H -0.06037 4.21193 4.00242
C -1.49138 -5.19308 4.15912
C -6.34534 2.35806 -7.11567
H 1.56700 -8.53341 -0.44587
H 3.86635 0.24557 -0.45904
H 6.07760 1.53946 2.52793
H -9.68590 2.01489 -3.24181
H -5.56022 4.60396 -5.56258
O -0.48832 0.11927 -5.07457
C 1.00205 -4.10989 4.17955
H 3.81226 3.74489 1.91601
H 2.57693 1.58989 5.16467
H -7.00071 4.64586 -2.25487
H -1.23415 -5.66238 5.16672
H -2.57899 -4.85145 4.06353
O 3.84004 -5.59834 1.25022
H 4.90381 2.65267 -0.18837
H 2.79875 -3.44467 -2.25555
H -8.79511 4.60531 -2.21029
O 2.86156 -4.66167 -0.57837
H -1.46644 1.81705 -2.56696
C 0.46469 4.99363 3.36300
C -1.00576 1.83299 -3.55115
H 1.17932 0.40610 0.57861
H -8.27323 2.40880 -1.28970
O 0.12320 -7.39083 2.27789
O -1.42819 3.16000 1.59338
C 3.91449 -5.17500 0.12119
C 0.66982 -9.47091 1.32225
C 2.83992 -0.81694 2.45064
H -0.71625 1.70495 -6.37580
N 3.42764 2.85659 2.25885
C 1.47686 1.55676 2.57844
C 5.31519 1.39946 1.66418
H -1.35924 -6.04444 3.37033
H 2.21625 5.17780 2.02589
C 4.78489 -4.20869 -1.83432
H -0.32427 2.68187 -3.64483
*
```

***

Entry from OMol25: a cluster of 7 separate species, C42H67F32O12P3 in total (ωB97M-V/def2-TZVPD).

Results
Strongest force on any atom in hartree/bohr: 0.055

Geometry as ORCA input:
```
! RIJCOSX wB97M-V def2-TZVPD def2/J DEFGRID3
* xyz -2 1
H 3.51614 -1.19846 -1.32670
H -0.94370 -1.35144 0.22394
H 4.46538 0.86291 -2.51069
H -6.26044 6.11632 -2.78813
F 5.64325 2.15473 1.43055
O -3.15169 5.54976 -0.13683
H -3.59196 -3.22680 -2.88962
H 3.49567 0.35371 0.63521
H 2.06514 -5.54901 -0.40940
C -2.28178 1.68228 1.54934
C 3.82774 0.70498 1.61949
C 0.96338 -1.88090 4.27279
C -4.07068 1.55680 0.01712
H 0.85739 0.36983 -4.27900
F 5.91524 1.67743 -3.67373
F 6.11477 1.11318 -1.51806
C -0.40746 2.92305 2.91207
H 3.35566 -2.04599 0.67731
H 0.19795 -7.15118 -1.32623
C 5.54505 0.82229 -2.70207
C -1.52517 -0.15081 -4.24245
F 3.95938 3.68356 -3.37926
H 1.72760 -8.03757 -0.92320
C -4.45269 -3.86994 5.33322
O 0.56562 1.10882 0.57691
F -0.09393 4.07736 3.57937
H -5.48003 6.33192 -4.33543
C 3.19871 -2.99287 -2.41747
C 2.65344 3.29231 -3.44183
F 4.14811 2.52712 2.99851
H 1.35784 0.22535 4.79657
H -4.68887 4.22710 1.79167
H 2.45013 2.61620 0.60771
F -0.78080 -1.02803 -4.97298
H -1.76738 -3.07311 4.98099
H 0.31891 2.61016 2.15218
H -5.21589 -4.64421 5.42221
F 5.17339 -0.75015 -4.40863
H -0.72813 -0.86453 3.36710
C 0.22843 4.31218 -0.68263
C -5.56723 5.64784 -3.48826
F 3.88614 -3.78432 -3.28277
C 0.91658 -7.41518 -0.55003
H -5.73046 5.67430 1.97798
F 1.48354 -2.32993 -4.00904
F -3.39638 0.64603 -2.11375
F -1.82383 2.16094 -3.93042
O -2.27841 7.96517 -0.77222
F -5.41021 1.48059 0.01664
O 2.24640 0.89942 -1.24602
C -1.56419 -2.08787 0.76265
P -0.37722 -2.79938 1.93465
H 1.67909 -3.96859 2.05189
H -4.48554 4.56912 -2.04808
P -2.56280 6.57568 -1.21879
C 1.73856 -2.91019 -2.81931
H 2.32221 2.86789 -2.48869
H -3.34894 -2.73774 -0.21028
C 3.42677 3.07154 0.81998
C -1.85771 -2.99857 -1.58365
F 1.13151 -4.15369 -2.89182
H 2.65421 -0.57016 3.93925
H -1.47553 -0.46582 -3.19890
F 5.62848 -0.81077 0.43219
F 3.28875 -3.60032 -1.19868
H -3.10252 -4.73383 -2.14410
C -4.03582 6.14821 0.81119
O -1.31020 5.80226 -1.83157
H 1.05570 5.01104 -0.78999
O 5.18031 -1.61569 -2.42968
F 4.70658 -3.49259 1.06132
F 7.09169 -0.94250 -3.30213
C 0.91324 -3.97025 1.27351
H -1.90776 -1.95831 -1.91055
H -1.61646 1.90679 0.70861
H -4.88100 -3.04129 4.76111
C 0.33304 -5.30370 0.77277
H 3.35965 -0.26118 5.99393
F 6.14597 -1.81328 2.34869
H -0.24729 4.60177 0.25982
C 3.74854 -1.55761 -2.33093
F -4.09423 -0.75054 -0.57530
H -2.13379 -1.39607 1.39237
H -2.03044 0.73636 2.02638
C 4.11963 -2.32387 1.41730
H -4.12341 -3.49019 6.29771
C 0.12798 -1.46608 3.06551
F -2.65339 2.74226 3.63751
C -2.30874 -3.07171 -0.13373
C -1.88560 2.83429 2.52337
H -2.98551 -5.32845 4.81677
F 3.03915 3.04180 -5.74938
H -5.96550 4.73437 -3.93470
C -1.03774 1.26240 -4.57437
F -3.78908 2.69344 -0.64653
H -5.90081 4.89716 0.58075
C -4.26325 5.31711 -2.80884
H -2.10710 -4.01591 -3.44086
H 2.01719 -0.97206 6.89682
H -0.65440 3.96013 -2.68930
C 2.59433 -1.04332 5.97241
F -1.25961 1.40935 -5.91455
H 2.84818 0.75412 2.10727
H -1.73752 3.90138 -1.29557
H -3.86696 -4.77156 3.47984
C 4.31599 2.12473 1.68410
O -0.25287 0.10696 -1.58401
F -2.28962 4.01966 1.94656
C -2.28669 -3.37850 4.07294
H 0.52233 1.60947 -3.12795
H -0.20357 -5.86699 1.53909
P 0.97015 0.23704 -0.62156
C 5.80018 -0.63226 -3.20522
C -0.87513 4.41278 -1.72868
H -0.57886 -4.63462 3.53493
C 1.45086 -6.20071 0.21685
C -5.09504 5.09835 1.29142
H 3.11783 -2.00091 6.01161
O -3.68672 1.70559 1.36156
H -2.32988 -4.12163 0.16648
O 1.17360 2.28425 -5.01615
C 5.17117 -1.20887 1.62341
H 1.36109 -3.38396 0.46275
O 1.40929 -1.19111 -0.13083
F -2.84267 -0.38579 -4.58836
H -0.79763 -3.26672 -1.56871
H 0.50747 3.25837 -0.58740
H 1.59427 -2.77351 4.21057
H -3.56854 4.86337 -3.52353
F 3.13339 1.21643 -4.59825
H -3.42448 6.38896 1.68011
C -1.32722 -4.01148 3.04755
F 3.16708 4.25635 1.41593
F 4.01583 3.29877 -0.39153
F -0.19877 1.97292 3.89546
F 1.91816 4.43454 -3.59718
H -2.69294 -2.48227 3.59659
O -3.62116 6.51916 -2.42097
H 0.75403 -0.89783 2.36093
C 2.53204 2.41638 -4.68322
H -4.61240 7.02770 0.52706
C 0.46516 1.38442 -4.19601
H 2.14879 -6.52865 0.99102
C -2.72216 -3.80016 -2.56744
H -2.38636 0.19196 -0.46236
C 1.86738 -0.73277 4.67745
H 0.33027 -8.01955 0.15034
C -3.40410 0.42269 -0.79536
H 3.24984 -0.83318 -2.97107
F 3.46115 -2.54392 2.59823
H -1.94151 -4.51925 2.30352
C -3.38767 -4.40242 4.38965
H -0.38500 -5.14492 -0.03332
O 4.67127 -0.18108 2.37449
H 0.31148 -2.20521 5.09264
H 1.28038 -2.34716 -1.99142
*
```

***

Entry from OMol25: a structure of composition C42H68Br2F4N4O7S (ωB97M-V/def2-TZVPD).

Results
Strongest force on any atom in hartree/bohr: 0.041

Geometry as ORCA input:
```
! RIJCOSX wB97M-V def2-TZVPD def2/J DEFGRID3
* xyz 0 1
C -0.85847 -2.70482 3.86386
H -0.13959 0.58399 -1.83641
H -10.00170 2.24710 1.10376
H -1.31852 -6.91990 7.53601
H 10.37439 0.14061 2.09146
N 1.91540 6.71809 -5.79095
H -6.10053 2.78548 -2.54604
H 3.84653 -2.69228 2.07704
H -8.96512 4.44153 0.83675
O -2.07067 -5.02646 7.80021
H 1.66025 6.19733 -6.63197
H 4.52741 0.66876 -0.29075
C -0.38282 -5.90479 9.21352
H -8.35868 1.20340 -1.23945
H -3.11809 0.46639 -1.47533
O 3.41252 -2.23214 -4.95442
H -4.55195 1.91320 -3.04980
H 9.53754 0.35216 4.37441
H -1.76599 -3.93808 5.42725
H 1.52182 -1.67627 1.05249
O 2.71827 -0.19002 0.24042
C -2.69562 3.16927 0.25893
H 3.89527 2.88052 -3.41313
H 7.88984 0.01970 0.94504
O -7.30738 1.60875 0.47804
C 1.91517 -1.66249 -6.70046
H 7.58840 2.49923 3.44455
C -0.79514 -4.41324 2.27136
H 2.17966 3.90737 -4.63110
F -0.86927 -1.38892 -3.14056
C 3.11751 -1.19480 -5.89848
C -2.39635 -4.67530 9.15078
C 1.17724 -2.51891 -5.68311
H -1.40761 -5.20578 11.02955
H 1.03885 4.29011 -5.91557
C 8.19387 -0.01716 1.99233
H 1.32194 -0.83844 -7.09600
H 2.04449 6.44859 -3.78457
C -1.95427 -1.15254 -2.33019
N -0.97963 6.34977 -3.98760
H -0.22754 -5.60519 7.05343
C -1.91974 4.74079 -2.64073
F -3.89715 -1.19884 -3.79374
H -1.80158 3.80153 0.40370
H 0.54373 0.82673 -3.61553
C -0.99857 2.53879 -2.41726
H 0.59815 -1.88144 -5.01153
C 4.05718 -0.31608 -0.25397
H 0.05066 -4.92375 1.80769
C 0.17901 4.14261 -3.91070
H -2.65874 0.76596 -3.19320
N -3.03422 2.98014 -1.17098
H -8.29746 3.97655 -0.73299
S -2.27956 7.03598 -3.29994
H 7.37398 1.30508 4.73956
H 0.03957 -2.62628 4.48650
C 4.77934 -1.27418 0.67792
H 3.77028 1.20139 -4.11954
H 2.24199 -2.28181 -7.54027
H 4.36236 1.42963 -2.46485
H -2.79087 -3.64447 4.01640
H 3.43925 -2.93344 0.37305
C 0.08836 2.88885 -3.35830
C -8.55956 3.60906 0.26292
H -0.30474 -5.39603 4.12603
C 1.78032 5.99798 -4.75474
C -3.19501 -1.94603 -2.90738
H -2.40620 2.17440 0.65804
C -1.76362 -3.82686 4.34307
C -1.62298 -5.62749 10.04842
H -10.27584 2.54822 -0.61677
C -1.19223 -5.02685 3.60428
H 2.45803 -0.71300 2.21144
H 2.20294 0.63939 -2.18777
H -2.18949 -6.55144 10.19081
H 4.00525 -0.71679 -1.27359
C 7.80351 1.46984 3.75038
H -1.63375 -4.41776 1.56628
C -2.00406 3.42122 -2.06646
C -9.50674 2.42368 0.14511
H 5.59686 -1.80614 0.19089
C 2.32578 -3.16440 -4.92474
C -2.33644 0.33149 -2.23646
H -1.35860 -1.73537 3.85235
C 2.23393 1.66537 -2.59979
H 2.88713 -0.28409 -5.33904
C 2.48632 -1.20167 1.23147
C 3.64615 -2.17882 1.13716
C -0.83728 5.10885 -3.58196
H 0.12803 -6.83016 9.47736
F -2.82937 -3.06844 -3.53969
O 7.18385 0.58905 2.80658
Br -4.47760 -2.33772 -1.45956
H 3.99375 -1.00792 -6.52166
O -0.44474 -3.04779 2.53404
H -1.19761 1.34379 -0.67831
F 1.59303 1.83876 -4.97781
H 2.65773 -4.08652 -5.41444
H 5.18829 -0.72794 1.53220
H 0.50007 -3.24649 -6.12972
C 1.30571 4.54060 -4.87429
H -3.53669 3.51127 0.87372
H 8.28317 -1.06691 2.29297
C 9.48260 0.74409 2.25718
H -4.90039 3.59965 -3.54848
H 2.07489 2.34287 -1.74729
H -1.89345 -5.85401 3.49939
C -7.34620 2.97339 0.91842
H -7.43933 2.97303 2.01052
H 2.06948 -3.39440 -3.88912
H 9.90445 2.03742 3.98656
H 0.32772 -5.08084 9.31932
H -3.47532 -4.74311 9.29525
H -6.41545 3.47085 0.64912
C -1.08233 1.14494 -1.75608
C 1.09178 1.78413 -3.67302
N -2.74030 5.74568 -2.41971
C 3.65828 1.82009 -3.22071
C -4.33710 3.49132 -1.50521
H -2.08749 -3.63722 9.31396
O -4.90896 4.38578 -0.93054
Br -1.43685 -1.83155 -0.55579
H 9.53916 1.62208 1.60850
C -8.54570 1.28559 -0.16266
C -0.95309 -5.92297 7.80464
C 9.29532 1.17989 3.70272
H -8.90425 0.32141 0.20144
C -5.02208 2.85401 -2.73632
*
```

***

Number 1: lowest unoccupied orbital energy -3.763 eV. Number 2: lowest unoccupied orbital energy 3.310 eV. Number 3: lowest unoccupied orbital energy -0.648 eV.